Here is H15O8V as an isolated structure in a non-equilibrium geometry from the Open Molecules 2025 dataset. Energies are from ωB97M-V with the def2-TZVPD basis set.

maximum force: 2.014 eV/A
frontier orbital gap (spin up / spin down): 7.8 / 9.0 eV

The geometry in ORCA input format:
```
! RIJCOSX wB97M-V def2-TZVPD def2/J DEFGRID3
* xyz 1 4
V -0.33440 0.46426 -0.09529
O 1.35148 -0.30316 0.92483
H 1.94075 -0.91318 1.37664
O -0.36397 -1.44505 -1.06286
H -0.03944 -1.79886 -1.89709
H -0.73296 -2.20209 -0.59212
O 0.78975 1.59802 -1.76765
H 0.49433 1.86589 -2.64278
H 1.74151 1.73510 -1.77471
O -2.23179 0.91685 -1.04123
H -2.75929 0.76289 -1.83122
H -2.82826 1.36313 -0.43242
O -0.08111 2.34440 0.96336
H 0.73999 2.73082 1.28459
H -0.77766 2.83445 1.40982
O 0.00500 -2.49387 1.96749
H 0.45616 -1.68729 1.63180
H 0.54911 -3.22912 1.67310
O 2.83127 -0.98377 -1.35290
H 3.12028 -0.08189 -1.49829
H 2.20937 -0.92983 -0.60495
O -1.74877 -0.15230 1.51392
H -1.67920 -0.56722 2.38189
H -2.65215 0.17183 1.46607
*
```